1.
Molecular formula: C2H3N3O
Method: DFT, ωB97M-V/def2-TZVPD

## Properties
- SMILES string: Oc1nc[nH]n1
- ΔE to the lowest compared entry with this formula, charge and spin: 42.9 kJ/mol
- E_LUMO: 0.87 eV
- HOMO-LUMO gap: 10.6 eV

ORCA input file:
```
! wB97M-V def2-TZVPD RIJCOSX def2/J DEFGRID3
* xyz 0 1
O 2.225 0.136 0.119
C 0.880 0.052 0.098
N 0.197 -1.016 -0.395
C -1.056 -0.661 -0.197
N -1.104 0.544 0.392
N 0.142 1.029 0.582
H 2.553 0.041 -0.786
H -1.939 -1.233 -0.452
H -1.900 1.109 0.640
*
```

Here are the Löwdin charges for atoms 1 to 5, given in e: atom 1 (O): 0.068, atom 2 (C): -0.507, atom 3 (N): 0.129, atom 4 (C): -0.179, atom 5 (N): -0.006

2.
Molecular formula: C25H24BClF4N3O10V
Method: DFT, ωB97M-V/def2-TZVPD

## Properties
- ΔE to the lowest compared entry with this formula, charge and spin: 12.7 kJ/mol
- Expectation value of S²: 3.77
- E_LUMO (spin up / spin down): 2.42 / 2.41 eV
- HOMO-LUMO gap (spin up / spin down): 5.8 / 6.1 eV

ORCA input file:
```
! wB97M-V def2-TZVPD RIJCOSX def2/J DEFGRID3
* xyz -1 4
V -0.210 -0.828 0.443
O -1.385 -3.506 3.219
C -1.296 -2.552 2.292
O -0.415 -2.603 1.444
C -2.338 -1.503 2.257
C -3.440 -1.575 3.056
C -4.443 -0.580 2.822
C -4.253 0.357 1.873
C -3.027 0.392 1.088
N -2.086 -0.605 1.294
C -2.770 1.371 0.202
O -3.602 2.432 -0.074
O -1.582 1.347 -0.549
H -0.589 -4.049 3.122
H -3.541 -2.349 3.800
H -5.356 -0.583 3.405
H -4.997 1.118 1.680
H -3.276 3.201 0.416
C -3.050 -2.840 -0.989
C -2.291 -1.775 -1.760
N -0.838 -1.753 -1.501
C -0.215 -3.086 -1.651
C -0.421 -3.793 -2.988
C -0.226 -0.782 -2.429
C 1.218 -0.378 -2.057
N 1.566 -0.836 -0.719
C 2.842 -0.740 -0.340
C 3.252 -1.439 0.827
F 2.335 -2.192 1.469
C 4.533 -1.416 1.313
F 4.816 -2.134 2.422
C 5.550 -0.706 0.692
C 5.185 -0.014 -0.446
F 6.116 0.719 -1.097
C 3.898 -0.010 -0.944
F 3.666 0.791 -2.020
H -4.121 -2.675 -1.120
H -2.841 -2.782 0.076
H -2.827 -3.849 -1.337
H -2.672 -0.787 -1.488
H -2.469 -1.900 -2.839
H -0.594 -3.710 -0.840
H 0.848 -2.940 -1.454
H -1.472 -3.978 -3.212
H 0.081 -4.760 -2.949
H 0.010 -3.242 -3.823
H -0.878 0.096 -2.421
H -0.231 -1.176 -3.453
H 1.280 0.707 -2.155
H 1.913 -0.793 -2.801
H 6.556 -0.688 1.078
O -0.866 3.488 0.388
B -0.736 2.398 -0.473
O 0.352 2.537 -1.332
C 0.979 3.676 -0.897
C 2.160 4.221 -1.342
C 2.580 5.395 -0.713
C 1.843 5.974 0.309
C 0.650 5.407 0.759
C 0.243 4.254 0.133
H 2.736 3.745 -2.122
H 3.511 5.852 -1.021
H 2.210 6.875 0.783
H 0.081 5.833 1.572
O 0.407 -0.245 2.988
Cl 0.464 1.166 2.658
O 1.458 1.829 3.427
O -0.816 1.774 2.826
O 0.829 1.197 1.226
*
```

Here are the Löwdin charges for atoms 1 to 5, given in e: atom 1 (V): 0.889, atom 2 (O): 0.148, atom 3 (C): -0.432, atom 4 (O): 0.002, atom 5 (C): -0.267

3.
Molecular formula: C17H36BNO29S8
Method: DFT, ωB97M-V/def2-TZVPD

## Properties
- E_LUMO: 0.11 eV
- HOMO-LUMO gap: 8.7 eV

ORCA input file:
```
! wB97M-V def2-TZVPD RIJCOSX def2/J DEFGRID3
* xyz 0 1
C 3.047 -4.081 1.699
C 2.488 -5.286 0.755
S 0.687 -5.605 1.085
C -0.374 -4.530 0.006
C -1.789 -4.393 0.727
B -2.569 -5.781 1.182
N -3.521 -6.349 0.170
O -2.346 -6.369 2.498
C -1.930 -3.455 2.021
O -1.579 -2.116 1.579
S -2.402 -2.075 0.085
O -1.547 -1.544 -1.010
O -3.669 -1.310 0.357
O -2.668 -3.720 -0.261
H 3.409 -3.223 1.035
H 2.233 -3.728 2.417
H 3.924 -4.523 2.278
H 3.067 -6.242 1.015
H 2.714 -5.051 -0.344
H 0.100 -3.509 -0.143
H -0.505 -5.051 -1.009
H -4.456 -6.414 0.589
H -3.196 -7.249 -0.202
H -2.806 -5.798 3.154
H -3.078 -3.462 2.175
H -1.560 -3.830 3.023
C 5.869 0.204 -1.202
C 5.373 -0.831 -2.197
O 6.192 -1.978 -1.975
S 6.600 -2.045 -0.409
O 5.703 -2.949 0.250
O 8.023 -2.161 -0.318
O 6.175 -0.530 -0.015
H 6.787 0.682 -1.555
H 5.119 0.968 -0.996
H 5.458 -0.491 -3.229
H 4.335 -1.111 -1.992
C -4.535 3.317 0.192
C -3.646 2.089 0.296
O -2.532 2.366 -0.555
S -2.239 3.961 -0.541
O -1.187 4.218 0.396
O -2.202 4.426 -1.894
O -3.638 4.429 0.131
H -5.123 3.302 -0.730
H -5.203 3.413 1.043
H -4.154 1.178 -0.020
H -3.269 1.959 1.315
C 10.091 -3.877 -5.119
C 11.227 -3.093 -4.480
O 10.605 -1.945 -3.903
S 9.108 -2.343 -3.413
O 9.154 -2.634 -2.011
O 8.186 -1.406 -3.984
O 8.989 -3.745 -4.221
H 9.802 -3.440 -6.080
H 10.343 -4.928 -5.261
H 11.986 -2.797 -5.204
H 11.697 -3.665 -3.674
C 6.051 1.528 -6.530
C 7.193 2.330 -5.927
O 6.573 3.478 -5.345
S 5.095 3.071 -4.817
O 5.180 2.792 -3.415
O 4.149 3.989 -5.369
O 4.970 1.659 -5.605
H 5.733 1.951 -7.487
H 6.310 0.478 -6.666
H 7.931 2.627 -6.671
H 7.688 1.771 -5.127
C -8.205 1.276 4.002
C -8.826 2.658 4.108
O -8.421 3.338 2.918
S -8.292 2.262 1.712
O -9.500 2.297 0.945
O -6.995 2.401 1.121
O -8.308 0.921 2.621
H -7.145 1.298 4.270
H -8.719 0.543 4.623
H -8.491 3.199 4.994
H -9.919 2.600 4.110
C -9.317 7.150 4.959
C -9.017 7.835 6.282
O -8.460 6.812 7.109
S -7.635 5.771 6.179
O -6.251 6.125 6.225
O -8.107 4.446 6.457
O -8.233 6.244 4.749
H -10.242 6.569 5.015
H -9.385 7.859 4.133
H -9.908 8.259 6.743
H -8.264 8.619 6.160
*
```

Here are the Löwdin charges for atoms 1 to 5, given in e: atom 1 (C): -0.167, atom 2 (C): -0.506, atom 3 (S): 0.843, atom 4 (C): -0.372, atom 5 (C): -0.411

4.
Molecular formula: C2H10N4
Method: DFT, ωB97M-V/def2-TZVPD

## Properties
- ΔE to the lowest compared entry with this formula, charge and spin: 133.4 kJ/mol
- E_LUMO: -8.25 eV
- HOMO-LUMO gap: 10.1 eV

ORCA input file:
```
! wB97M-V def2-TZVPD RIJCOSX def2/J DEFGRID3
* xyz 2 1
C -1.205 0.063 0.002
C 0.951 0.001 0.493
N -1.862 -1.002 0.290
N 1.584 1.162 0.447
N -1.585 1.290 -0.296
N 1.335 -1.067 -0.572
H 0.659 -0.578 1.382
H -1.529 -1.929 0.285
H -2.867 -1.006 0.211
H 1.667 1.702 1.297
H 1.789 1.682 -0.335
H -0.903 2.028 -0.190
H -2.428 1.774 -0.652
H 1.194 -2.048 -0.160
H 0.830 -0.913 -1.499
H 2.371 -1.159 -0.703
*
```

Here are the Löwdin charges for atoms 1 to 5, given in e: atom 1 (C): -0.206, atom 2 (C): -0.138, atom 3 (N): 0.205, atom 4 (N): 0.179, atom 5 (N): 0.182